Entry 1:
Here is the ion C2H8N3 with charge +1 from the Open Molecules 2025 dataset. Energies are from ωB97M-V with the def2-TZVPD basis set.

Its spin multiplicity is 1. Its SMILES is [H]/N=C(/C)N[NH3+]. The calculation puts the total energy at -244.9164 hartree. The calculation puts the energy relative to the best compared isomer or geometry (same formula, charge and spin) at 4.113 eV. The net charge is +1.

Last column: Löwdin charge in e.
Positions of all 13 atoms, in Å:
H (0.0261, 0.5577, 2.0764)  0.0894
H (1.5389, 1.4279, 1.4669)  0.1229
H (0.3169, -1.9940, -1.1221)  0.1807
N (-0.4773, -1.3538, -0.9974)  0.1834
H (-0.1820, -0.5352, -1.7530)  0.1979
N (-0.3347, -0.4815, 0.1429)  0.0168
N (0.6782, 1.1853, -1.1164)  0.1812
H (-0.0678, 2.2976, 1.4117)  0.1119
C (0.4239, 1.3146, 1.3829)  0.0247
H (0.3497, 0.7102, -1.8875)  -0.0059
H (-1.4903, -1.7893, -1.1054)  0.2473
C (0.3095, 0.7092, 0.0141)  -0.4557
H (-0.1981, -0.9554, 0.9539)  0.1054

***

Entry 2:
Here is a structure of composition C9H25N2OPSY from the Open Molecules 2025 dataset. Energies are from ωB97M-V with the def2-TZVPD basis set.

Its spin multiplicity is 1. The calculation puts the total energy at -1320.2329 hartree. The net charge is +1.

Last column: Löwdin charge in e.
Positions of all 40 atoms, in Å:
H (-1.7139, -1.5101, 5.2845)  0.0831
C (0.1765, -1.6138, 4.1739)  -0.2006
H (2.0079, 0.8419, -2.0758)  -0.1654
H (-2.1802, 0.3454, -5.0675)  0.0538
H (1.4087, 3.1011, 4.4640)  0.0812
H (0.6688, -0.7480, 4.6322)  0.1012
H (1.4789, 2.0353, -4.5849)  0.0372
C (1.0414, 2.2158, 4.9868)  -0.0868
H (-1.2363, 2.0677, -2.0718)  -0.1188
H (-0.2623, 2.4548, -4.6463)  0.0348
H (-0.6119, 0.8133, 4.7783)  0.1073
H (-1.2847, -3.1372, 4.6861)  0.0841
C (-0.2737, 0.0040, 2.3046)  -0.7787
C (-1.3531, -0.3081, -5.3508)  -0.2822
H (2.3207, -0.7120, -4.6834)  0.0444
H (1.3552, -0.7040, -6.2168)  0.0582
H (0.9781, -2.2458, -1.9358)  0.0553
N (0.4661, 0.9790, 2.9414)  -0.0135
H (-1.0155, -1.8305, 2.3745)  0.1486
C (-0.0874, 1.5915, 4.2043)  -0.2287
Y (0.1059, 0.8296, -1.5352)  0.5767
H (-0.8134, 2.3799, 3.9400)  0.1287
C (1.3454, -0.9389, -5.1380)  -0.2691
H (0.5165, 1.6503, -6.0576)  0.0532
H (1.0348, -2.0887, -1.1970)  0.0467
H (-1.0857, -0.1481, -6.4020)  0.0598
H (0.6672, 2.5398, 5.9582)  0.0848
H (-0.4166, -2.4355, 6.0438)  0.0844
S (-1.1318, 0.3224, 0.8441)  0.5701
C (-1.6883, -0.6007, -2.1615)  -0.2308
H (1.1045, -2.0015, -4.9934)  0.0441
N (-0.3953, -1.1774, 2.8739)  0.0326
H (0.7389, 1.7339, 2.2986)  0.1240
H (1.8754, 1.5316, 5.1560)  0.0805
P (0.0611, 0.0611, -4.2898)  0.6724
C (-0.8814, -2.1989, 5.0893)  -0.0775
H (-1.6519, -1.3481, -5.2061)  0.0491
C (0.4947, 1.7239, -4.9600)  -0.2873
O (-2.7002, -1.0891, -2.4525)  0.1127
H (0.9372, -2.3860, 3.9919)  0.1303

***

Entry 3:
Here is the molecule C6H12O from the Open Molecules 2025 dataset. Energies are from ωB97M-V with the def2-TZVPD basis set.

Its spin multiplicity is 1. Its SMILES is CCC[C@H]1C[C@H]1O. The calculation puts the total energy at -310.9989 hartree. The calculation puts the energy relative to the best compared isomer or geometry (same formula, charge and spin) at 1.642 eV.

Last column: Löwdin charge in e.
Positions of all 19 atoms, in Å:
C (-0.6895, -0.3318, 1.4144)  -0.3522
H (-1.1335, 1.4246, -2.3367)  0.0687
H (1.4182, 0.8928, -0.0784)  0.1158
H (0.6390, -1.3729, 2.8645)  0.1000
H (2.1953, -0.5916, -0.6591)  0.1159
H (-0.8897, 1.3289, -0.6042)  0.0351
H (-1.9211, 1.1396, 1.2490)  0.0986
O (-0.9776, 1.0258, 1.3791)  -0.0385
H (-1.5586, -0.9787, 1.5014)  0.1482
H (1.1024, 0.3311, 2.3362)  0.1157
H (0.9637, 0.3981, -2.5270)  0.1009
C (-0.9455, 0.7527, -1.5017)  -0.0994
H (0.4065, -1.9504, 0.4251)  0.1359
H (0.1321, -1.0589, -2.0057)  0.1005
C (1.2195, -0.1185, -0.4433)  -0.1832
C (0.4822, -0.8869, 0.6356)  -0.2368
H (-1.8111, 0.0997, -1.3344)  0.0785
C (0.5845, -0.5972, 2.1142)  -0.0618
C (0.3636, -0.0300, -1.7140)  -0.2419

***

Entry 4:
Here is a cluster of 2 separate species, C5H10NO3 in total from the Open Molecules 2025 dataset. Energies are from ωB97M-V with the def2-TZVPD basis set.

Its spin multiplicity is 1. The calculation puts the total energy at -477.0974 hartree. The calculation puts the energy relative to the best compared isomer or geometry (same formula, charge and spin) at 0.123 eV. The net charge is -1.

Last column: Löwdin charge in e.
Positions of all 19 atoms, in Å:
C (0.8032, -0.7579, -1.6387)  -0.7379
H (-1.1735, -0.9793, -0.7691)  0.0768
H (-0.6545, 1.4374, -1.8106)  0.0647
H (0.3294, -0.9100, 1.0025)  0.0554
H (0.0561, 1.8856, 0.6511)  0.0695
H (-1.2571, 0.6130, -3.2840)  0.0636
C (0.4333, 1.6435, 1.6466)  -0.0156
N (-0.3138, -0.6590, 1.7736)  0.1496
C (-0.3839, 0.5820, 2.3236)  -0.6106
H (-0.9564, -1.5748, -2.4012)  0.0973
C (-1.2521, 0.5992, -2.1962)  -0.1169
H (-2.2092, 0.8532, -1.7306)  0.0563
H (0.3708, 2.5428, 2.2528)  0.0691
C (-0.7164, -0.7525, -1.7336)  -0.2049
O (1.3481, -0.8448, -0.5000)  -0.1036
O (-0.9607, 0.7908, 3.3816)  -0.0162
O (1.4013, -0.7744, -2.7390)  -0.0730
H (1.4680, 1.3401, 1.5118)  0.0808
H (-0.7773, -1.3727, 2.3122)  0.0955

***

| no. | HOMO-LUMO gap (eV) | highest occupied orbital energy (eV) | strongest force on any atom (eV Å⁻¹) |
| --- | --- | --- | --- |
| 1 | 10.484 | -14.82 | 4.035 |
| 2 | 8.219 | -11.68 | 5.658 |
| 3 | 10.057 | -9.17 | 0.930 |
| 4 | 8.300 | -4.53 | 1.450 |